Formula: C6H14N2O2
Source: the Open Molecules 2025 dataset
Level of theory: ωB97M-V/def2-TZVPD

For the energy relative to the best compared isomer or geometry (same formula, charge and spin), the calculation gives 285.6 kJ/mol. For the gap between HOMO and LUMO, the calculation gives 9.09 eV. Its total energy is -496.9488 Eh. Its structure (SMILES) is CNC(C)=O.CNC(C)=O. As for the HOMO energy: -8.729 eV.

Last column: natural (NBO) charge in e.
CARTESIAN COORDINATES (ANGSTROEM)
H1 3.282 -1.236 2.529  0.2199
H2 0.059 0.568 -0.592  0.4432
O1 1.085 0.298 0.622  -0.6462
H3 2.145 0.003 3.282  0.2489
H4 -0.351 -1.560 -0.652  0.2315
H5 -1.058 -1.114 -2.206  0.1700
O2 -2.264 2.327 -2.051  -0.6186
H6 -0.369 -3.217 0.084  0.2179
H7 -1.749 1.917 0.866  0.2179
N1 0.986 -1.911 0.986  -0.5992
N2 -0.675 0.723 -1.339  -0.6985
H8 -2.351 3.401 0.255  0.2281
C1 -1.462 2.576 0.091  -0.7143
H9 1.440 -2.928 1.323  0.4168
H10 -0.950 -1.956 0.744  0.1991
H11 2.985 0.497 1.828  0.2498
C2 2.518 -0.406 2.297  -0.7200
C3 -1.533 1.859 -1.227  0.6740
C4 -0.107 -2.217 0.168  -0.4529
H12 -0.442 2.959 0.387  0.2341
C5 1.482 -0.679 1.201  0.6884
H13 0.053 -0.054 -3.122  0.1854
H14 -1.810 0.282 -2.979  0.2382
C6 -0.915 -0.132 -2.495  -0.4133

=====

Formula: C5H8O2
Source: the Open Molecules 2025 dataset
Level of theory: ωB97M-V/def2-TZVPD

For the energy relative to the best compared isomer or geometry (same formula, charge and spin), the calculation gives 253.8 kJ/mol. For the gap between HOMO and LUMO, the calculation gives 10.73 eV. Its total energy is -345.7083 Eh. Its structure (SMILES) is C#C[C@](C)(O)CO. As for the HOMO energy: -9.879 eV.

Last column: natural (NBO) charge in e.
CARTESIAN COORDINATES (ANGSTROEM)
O1 1.484 -1.280 1.104  -0.7094
H1 -1.724 -2.703 -1.374  0.2394
H2 -1.589 1.459 0.479  0.2165
H3 -0.139 2.455 0.178  0.2214
H4 -1.128 1.886 -1.182  0.2318
H5 -0.196 -0.316 1.897  0.1753
C1 -0.648 -0.806 -0.755  -0.0510
C2 0.113 0.347 -0.271  0.1497
C3 -0.740 1.616 -0.191  -0.6146
H6 1.828 -0.067 -1.049  0.4805
H7 1.199 0.763 1.344  0.1896
H8 0.900 -2.002 0.811  0.4800
O2 1.185 0.649 -1.154  -0.6978
C4 -1.199 -1.837 -1.044  -0.2452
C5 0.655 -0.164 1.207  -0.0663

=====

Formula: C5H8N2O2
Source: the Open Molecules 2025 dataset
Level of theory: ωB97M-V/def2-TZVPD

For the energy relative to the best compared isomer or geometry (same formula, charge and spin), the calculation gives 809.3 kJ/mol. For the gap between HOMO and LUMO, the calculation gives 9.91 eV. Its total energy is -455.0502 Eh. Its structure (SMILES) is CNc1conc1OC. As for the HOMO energy: -9.263 eV.

Last column: natural (NBO) charge in e.
CARTESIAN COORDINATES (ANGSTROEM)
C1 -0.601 0.659 0.193  -0.0869
H1 2.571 -0.528 -1.241  0.2071
H2 -1.615 2.575 -0.217  0.2149
C2 -2.175 -0.973 -0.328  -0.4361
H3 -3.328 -1.422 -0.456  0.2065
C3 0.799 0.414 0.287  0.4822
C4 2.659 -1.017 -0.142  -0.2720
H4 2.974 -2.099 -0.264  0.2004
H5 -1.627 -1.888 -0.400  0.2074
H6 -2.315 0.279 1.750  0.4289
N1 1.714 1.399 0.414  -0.1490
O1 0.670 2.529 -0.185  -0.4112
O2 1.380 -0.786 0.399  -0.5030
C5 -0.621 1.900 -0.063  0.1967
H7 3.433 -0.676 0.717  0.1995
H8 -2.280 -0.262 -1.271  0.1956
N2 -1.638 -0.104 0.808  -0.6811

=====

Formula: C52H43BaClN3O4PSi
Source: the Open Molecules 2025 dataset
Level of theory: ωB97M-V/def2-TZVPD

For the energy relative to the best compared isomer or geometry (same formula, charge and spin), the calculation gives 219.3 kJ/mol. For the gap between HOMO and LUMO, the calculation gives 7.34 eV. Its total energy is -3589.1353 Eh. As for the HOMO energy: -7.334 eV.

Last column: Mulliken charge in e.
CARTESIAN COORDINATES (ANGSTROEM)
C1 0.556 2.566 -3.168  -0.7079
C2 0.592 -1.602 3.975  0.5999
C3 -1.140 -4.609 -1.223  -0.6977
H1 5.255 -0.176 -1.253  0.4336
C4 -3.024 -5.409 5.136  -0.5915
H2 7.114 0.233 0.324  0.4006
H3 -6.165 -0.905 3.886  0.4077
H4 -4.284 -3.051 -2.825  0.4472
H5 2.570 -2.402 3.705  0.3687
C5 -6.811 -2.630 2.788  -0.4558
H6 -0.197 0.895 6.142  0.4311
O1 2.746 0.406 -0.777  -0.9576
N1 -2.109 0.654 0.465  -0.1838
H7 -7.258 -4.265 1.467  0.3999
H8 -5.558 -3.613 -0.199  0.3581
H9 1.717 1.142 2.471  0.3312
C6 -2.166 -4.566 3.059  -0.0657
C7 5.865 1.090 1.845  -0.7090
H10 -2.268 -4.462 6.907  0.4382
C8 -2.855 -2.902 -1.228  0.1338
H11 3.610 -0.878 5.332  0.4392
C9 1.078 -5.027 3.102  -0.1465
C10 -1.407 -3.628 5.133  -0.0875
C11 1.834 3.280 -0.066  -0.3138
H12 -2.146 -4.593 1.974  0.2471
H13 -6.428 -0.377 -0.678  0.4019
Si1 -3.671 -1.411 -0.446  -0.3942
C12 -0.396 -0.736 -4.717  -0.4483
C13 -6.619 0.518 -2.616  -0.7080
H14 -0.795 -1.699 -4.416  0.5160
C14 -0.179 0.216 -3.687  0.5973
H15 -2.863 -0.275 -3.054  0.3208
H16 -1.266 -3.022 0.211  0.2320
H17 -1.237 -0.588 4.463  0.5297
H18 -6.522 1.317 -4.604  0.3821
H19 1.084 4.493 -1.678  0.4869
N2 0.456 2.483 -1.897  0.0613
O2 -0.430 -0.076 -2.453  -0.5072
C15 -3.407 -3.493 -2.365  -0.2823
C16 -5.971 0.849 -3.798  -0.6088
C17 -0.102 -0.472 -6.031  -0.5728
C18 -4.878 -1.903 0.904  0.5508
C19 3.530 1.300 1.270  1.0320
C20 -5.684 -3.026 0.705  -0.0563
C21 -1.364 -3.650 3.741  -0.2284
H20 2.146 4.193 0.448  0.4430
C22 4.574 1.459 2.175  -0.6065
C23 0.324 1.491 -4.098  0.4190
H21 -0.252 -5.036 -0.772  0.4456
C24 0.611 1.729 -5.453  -0.7293
C25 2.137 1.637 1.595  -0.5844
C26 0.408 0.176 5.605  -0.7127
C27 -0.174 -0.659 4.668  -0.6889
C28 1.958 -1.677 4.226  -0.6392
O3 -3.055 1.343 0.325  -0.3688
H22 -0.273 -1.234 -6.782  0.4099
H23 4.370 1.915 3.138  0.4501
H24 2.704 2.879 -0.594  0.1927
H25 -1.275 -6.090 -2.770  0.4025
C29 1.952 -6.049 2.781  -0.7123
C30 1.783 -3.797 1.177  0.5907
H26 -0.156 3.909 -0.530  0.2370
H27 -4.112 0.837 -4.869  0.4988
H28 0.462 -5.115 3.987  0.4838
C31 2.730 -5.957 1.640  -0.6931
H29 3.407 -6.759 1.376  0.3627
H30 3.266 -4.741 -0.041  0.4983
C32 1.776 0.104 5.838  -0.6185
H31 0.654 0.972 -7.452  0.3963
N3 1.324 2.385 0.960  -0.7096
C33 -3.919 -0.051 -2.930  -0.2799
H32 6.681 1.246 2.538  0.4068
H33 -7.558 -2.913 3.520  0.3996
C34 2.648 -4.831 0.843  -0.7092
H34 1.015 2.697 -5.730  0.3659
H35 -3.669 -6.089 5.680  0.3931
C35 2.544 -0.821 5.149  -0.6342
O4 -2.313 -0.657 0.295  0.9273
C36 0.416 0.770 -6.417  -0.8274
P1 -0.282 -2.583 2.695  1.0814
C37 0.963 -3.883 2.310  -0.4375
H36 -3.574 -6.170 3.207  0.4732
C38 -1.710 -5.195 -2.345  -0.7033
H37 -0.778 -2.946 5.687  0.3918
C39 -4.619 0.573 -3.949  -0.5746
C40 -5.063 -1.151 2.065  -0.2312
Cl1 1.815 -2.420 0.118  0.0556
H38 -7.672 0.740 -2.493  0.4132
H39 2.018 -6.920 3.420  0.4224
C41 -5.919 -0.107 -1.596  -0.7033
C42 -1.711 -3.475 -0.670  0.7522
C43 5.073 0.286 -0.290  -0.8611
C44 0.750 3.634 -1.080  -1.0083
C45 -2.975 -5.451 3.751  -0.8186
H40 2.239 0.773 6.553  0.3691
C46 3.745 0.660 0.012  0.2938
C47 -6.642 -3.392 1.639  -0.7720
C48 -2.241 -4.495 5.825  -0.7740
C49 6.104 0.516 0.596  -0.4753
C50 -2.841 -4.632 -2.919  -0.7429
H41 -3.285 -5.080 -3.799  0.4288
Ba1 0.532 0.473 -0.574  2.3565
C51 -4.563 -0.406 -1.741  0.6678
H42 -4.455 -0.269 2.236  0.3406
C52 -6.025 -1.507 2.997  -0.7298
H43 0.822 3.533 -3.618  0.1524

=====

Formula: C5H8O
Source: the Open Molecules 2025 dataset
Level of theory: ωB97M-V/def2-TZVPD

For the energy relative to the best compared isomer or geometry (same formula, charge and spin), the calculation gives 447.1 kJ/mol. For the gap between HOMO and LUMO, the calculation gives 11.01 eV. Its total energy is -270.3876 Eh. As for the HOMO energy: -10.130 eV.

Last column: Mulliken charge in e.
CARTESIAN COORDINATES (ANGSTROEM)
H1 2.303 -1.126 -0.212  0.4418
H2 0.166 -2.231 -0.444  0.4347
H3 -0.248 0.993 1.470  0.2667
H4 0.197 -1.519 1.191  0.4063
H5 -1.793 0.622 0.664  0.3005
C1 -0.070 -0.031 -0.413  0.7622
C2 1.816 -0.205 -0.464  -0.0409
C3 -0.246 -1.440 0.191  -1.6531
C4 1.374 0.910 -0.818  -0.9308
H6 -0.001 2.422 -0.470  0.4307
H7 -0.527 -0.028 -1.405  0.2225
H8 -1.324 -1.613 0.283  0.4119
C5 -0.771 0.987 0.496  -0.5735
O1 -0.876 2.258 -0.069  -0.4790

=====

Formula: C5H6O
Source: the Open Molecules 2025 dataset
Level of theory: ωB97M-V/def2-TZVPD

For the energy relative to the best compared isomer or geometry (same formula, charge and spin), the calculation gives 377.3 kJ/mol. For the gap between HOMO and LUMO, the calculation gives 10.09 eV. Its total energy is -269.2025 Eh. As for the HOMO energy: -10.375 eV.

Last column: natural (NBO) charge in e.
CARTESIAN COORDINATES (ANGSTROEM)
C1 1.936 0.425 0.694  0.4077
H1 -1.049 0.959 1.050  0.2313
C2 0.879 -0.320 -0.473  -0.1347
C3 -1.415 0.381 0.198  -0.5964
C4 1.906 0.089 -1.059  -0.0189
H2 -2.401 -0.028 0.430  0.2126
H3 -1.507 1.050 -0.663  0.2170
H4 -0.788 -1.286 -1.031  0.2532
H5 -0.420 -1.508 0.675  0.2303
H6 2.770 -0.159 1.101  0.1516
O1 1.403 1.295 1.330  -0.4882
C5 -0.463 -0.766 -0.126  -0.4654